No. 1
{"formula": "C6H5F", "method": "the ωB97M-V functional and the def2-TZVPD basis", "symbols": ["C", "C", "C", "C", "F", "C", "C", "H", "H", "H", "H", "H"], "coordinates": [[2.7543, -0.2477, -0.1170], [1.5765, -0.5542, 0.0100], [0.2396, -1.0957, 0.0826], [-0.8457, -0.3427, 0.0310], [-2.0397, -1.0123, -0.0679], [-1.0380, 1.0955, -0.0277], [-0.0587, 1.9963, 0.0732], [3.7601, 0.0687, 0.0081], [0.1403, -2.1509, 0.3164], [-2.0696, 1.3558, -0.0961], [-0.2354, 3.0375, -0.1147], [0.9942, 1.6903, 0.1847]], "atomic_forces_ev_per_a": [[-2.20, -0.48, 0.68], [1.48, -0.20, -0.22], [1.39, 0.13, 0.45], [-1.06, -0.21, -0.47], [0.48, 0.34, 0.45], [0.76, -0.08, 0.33], [0.62, -0.58, -0.50], [0.12, 0.03, -0.26], [-0.02, 0.03, -0.45], [-0.54, 0.43, -0.30], [-0.25, 0.35, 0.31], [-0.78, 0.23, -0.03]], "smiles": "C#C/C=C(/F)C=C", "homo_energy_ev": -8.86, "e_above_lowest_kj_mol": 258.7, "lumo_energy_ev": 0.1, "gap_ev": 9.0}

No. 2
{"formula": "C3H8N2", "method": "the ωB97M-V functional and the def2-TZVPD basis", "symbols": ["H", "N", "C", "C", "H", "H", "H", "H", "C", "N", "H", "H", "H"], "coordinates": [[-1.5769, -1.0455, -1.4615], [-0.6222, -1.3067, -1.2223], [0.1267, -0.4461, -0.6102], [1.1457, -0.9492, 0.3974], [0.6510, 0.3553, -1.2396], [1.5836, -0.1019, 0.9263], [0.6591, -1.6177, 1.1049], [1.9667, -1.4471, -0.1148], [-1.0493, 1.0337, 0.2018], [-0.0047, 1.8518, 0.3138], [-1.5516, 0.5709, 1.0546], [-1.7299, 1.3051, -0.6011], [0.4017, 1.7974, 1.2508]], "atomic_forces_ev_per_a": [[0.75, 0.27, -1.57], [-1.95, -0.27, 3.02], [4.03, -1.32, -4.06], [-0.44, 0.42, 0.34], [-1.45, -0.40, 0.88], [0.03, -0.07, 0.07], [0.17, -0.17, 0.02], [-0.14, -0.18, -0.14], [0.71, 4.37, 1.54], [-2.47, -1.25, 0.56], [0.46, -0.44, -0.04], [0.33, -0.76, -0.57], [-0.05, -0.20, -0.06]], "smiles": "[H]/N=C/C.C=N", "homo_energy_ev": [-8.18, -8.16], "e_above_lowest_kj_mol": 512.7, "lumo_energy_ev": [-0.7, -0.7], "gap_ev": [7.5, 7.4]}

No. 3
{"formula": "C9H17P", "method": "the ωB97M-V functional and the def2-TZVPD basis", "symbols": ["C", "C", "C", "C", "C", "C", "C", "P", "C", "C", "H", "H", "H", "H", "H", "H", "H", "H", "H", "H", "H", "H", "H", "H", "H", "H", "H"], "coordinates": [[-0.2313, -3.0347, 0.9956], [-1.2370, -1.8752, 0.5604], [-2.2696, -1.7379, 1.6415], [-0.4484, -0.5137, 0.3812], [-1.2232, 0.5926, -0.2159], [-1.0546, 1.9417, 0.3917], [-0.2029, 1.9291, -0.6815], [0.9380, 2.8444, -1.7140], [2.2729, 2.8476, -0.4772], [1.6575, 1.3536, -2.5289], [0.4342, -3.3819, 0.2006], [-0.6457, -3.9562, 1.3950], [0.4440, -2.7253, 1.7592], [-1.5646, -2.3088, -0.4196], [-2.5935, -2.5937, 2.2362], [-3.1356, -1.1781, 1.2776], [-1.7026, -1.0272, 2.2689], [0.4689, -0.7897, -0.1935], [0.1258, -0.2094, 1.3456], [-2.0229, 0.3449, -0.9908], [-1.3315, 2.2153, 1.4131], [2.1698, 1.7167, -0.1488], [2.3206, 3.5527, 0.4171], [3.3720, 2.9378, -0.8782], [0.8081, 0.8392, -2.9924], [2.2030, 0.6881, -1.7645], [2.4486, 1.5280, -3.2784]], "atomic_forces_ev_per_a": [[0.15, 0.47, -0.60], [2.02, -2.21, -0.43], [-0.02, 1.74, 0.27], [1.80, -2.49, 0.79], [1.15, 2.07, -2.43], [1.70, -0.84, -2.10], [-4.61, -0.85, 3.53], [0.40, -0.38, -0.09], [2.91, -1.30, 1.89], [0.85, -1.08, 0.17], [-0.18, 0.33, -0.35], [-0.83, 0.10, -0.09], [0.52, 0.66, 0.85], [-0.37, 1.04, 0.57], [0.23, -0.13, -0.44], [-0.12, -0.13, 0.14], [-0.85, -0.38, 0.71], [-0.74, 0.26, -0.36], [-1.58, -0.35, -0.99], [0.95, 0.40, 1.35], [0.28, 0.75, -0.59], [0.70, 2.49, 0.18], [-0.80, -0.92, -1.16], [-2.15, -0.15, 0.11], [0.39, -0.22, 0.00], [-1.22, 0.73, -1.00], [-0.58, 0.40, 0.09]], "smiles": "CC(C)C[C@H]1C=C1P(C)C", "homo_energy_ev": -8.64, "e_above_lowest_kj_mol": 201.2, "lumo_energy_ev": 0.9, "gap_ev": 9.6}

DFT total energy in a.u., matching the order above: -331.3762; -228.4534; -694.3023